Record 1
One molecule with the formula C3H8N4O in a non-equilibrium geometry, computed with wB97M-V/def2-TZVPD.

Geometry (Å):
C  -1.63234  -0.01390  0.07967
C  -0.95767  -1.47689  0.05573
C  0.76835  0.05064  -0.17728
H  -0.02108  2.57209  -0.71877
H  -0.09193  2.46054  0.89501
H  -2.04212  0.25759  0.99542
H  -2.35948  -0.02082  -0.77303
H  -1.21396  -2.10218  0.97138
H  -1.45462  -2.04867  -0.81783
H  1.08013  -2.02057  -0.28967
H  3.70629  0.27194  -0.06210
N  -0.56827  2.14965  0.04483
N  -0.46623  0.75186  -0.13021
N  0.44728  -1.28701  -0.09890
N  1.90598  0.65403  -0.19293
O  2.89968  -0.19830  0.21870

Values from the calculation:
**Orbital gap**: 8.747 eV
**Calculated total energy**: -413.2696 Ha
**SMILES string**: NN1CCN/C1=N\O
**Relative energy (zero: lowest compared OMol25 entry of this formula, charge and spin)**: 91.9 kcal/mol



Record 2
One molecule with the formula C3H8N4O in a non-equilibrium geometry, computed with wB97M-V/def2-TZVPD.

Geometry (Å):
C  2.07168  -0.86755  -0.60874
C  0.05312  0.56918  0.16677
C  0.61938  -0.59311  -0.40160
N  -2.09618  1.31096  0.30735
N  0.46077  1.26154  1.29165
O  -1.35339  -1.74376  -0.15691
N  -0.34515  -1.29437  -1.06025
N  -1.11382  0.83192  -0.48603
H  -1.92756  -2.26065  -0.74217
H  -2.93033  1.52351  -0.22819
H  -2.31738  0.70949  1.10275
H  0.08982  2.20478  1.31481
H  1.44238  1.17915  1.51073
H  2.21472  -1.46510  -1.51446
H  2.49077  -1.42320  0.23606
H  2.64117  0.05722  -0.73178

Values from the calculation:
**Orbital gap (spin up / spin down)**: 7.670 / 7.981 eV
**Calculated total energy**: -413.2080 Ha
**SMILES string**: CC(=N/O)/C(N)=N/N
**Relative energy (zero: lowest compared OMol25 entry of this formula, charge and spin)**: 130.5 kcal/mol



Repeat the second record exactly.
One molecule with the formula C3H8N4O in a non-equilibrium geometry, computed with wB97M-V/def2-TZVPD.

Geometry (Å):
C  2.07168  -0.86755  -0.60874
C  0.05312  0.56918  0.16677
C  0.61938  -0.59311  -0.40160
N  -2.09618  1.31096  0.30735
N  0.46077  1.26154  1.29165
O  -1.35339  -1.74376  -0.15691
N  -0.34515  -1.29437  -1.06025
N  -1.11382  0.83192  -0.48603
H  -1.92756  -2.26065  -0.74217
H  -2.93033  1.52351  -0.22819
H  -2.31738  0.70949  1.10275
H  0.08982  2.20478  1.31481
H  1.44238  1.17915  1.51073
H  2.21472  -1.46510  -1.51446
H  2.49077  -1.42320  0.23606
H  2.64117  0.05722  -0.73178

Values from the calculation:
**Orbital gap (spin up / spin down)**: 7.670 / 7.981 eV
**Calculated total energy**: -413.2080 Ha
**SMILES string**: CC(=N/O)/C(N)=N/N
**Relative energy (zero: lowest compared OMol25 entry of this formula, charge and spin)**: 130.5 kcal/mol



Q: What is the formula in the second record?
A: C3H8N4O



Q: Among the records above, which one has the lowest calculated total energy?
A: number 1



Copy entry 2 word for word.
One molecule with the formula C3H8N4O in a non-equilibrium geometry, computed with wB97M-V/def2-TZVPD.

Geometry (Å):
C  2.07168  -0.86755  -0.60874
C  0.05312  0.56918  0.16677
C  0.61938  -0.59311  -0.40160
N  -2.09618  1.31096  0.30735
N  0.46077  1.26154  1.29165
O  -1.35339  -1.74376  -0.15691
N  -0.34515  -1.29437  -1.06025
N  -1.11382  0.83192  -0.48603
H  -1.92756  -2.26065  -0.74217
H  -2.93033  1.52351  -0.22819
H  -2.31738  0.70949  1.10275
H  0.08982  2.20478  1.31481
H  1.44238  1.17915  1.51073
H  2.21472  -1.46510  -1.51446
H  2.49077  -1.42320  0.23606
H  2.64117  0.05722  -0.73178

Values from the calculation:
**Orbital gap (spin up / spin down)**: 7.670 / 7.981 eV
**Calculated total energy**: -413.2080 Ha
**SMILES string**: CC(=N/O)/C(N)=N/N
**Relative energy (zero: lowest compared OMol25 entry of this formula, charge and spin)**: 130.5 kcal/mol